# 1
The following is a DFT calculation (ωB97M-V/def2-TZVPD) of C57H46Cl2F5LaN4O3P2S2 as an isolated structure in a non-equilibrium geometry.

Structure (XYZ):
```
122
Properties=species:S:1:pos:R:3:forces:R:3:mulliken_charge:R:1
La -0.444945 -0.135813 -1.320747 0.3 -0.3 0.4 1.885
S -0.066604 2.354878 -0.047295 -0.1 0.0 -0.2 -0.551
C 1.510207 2.191013 -0.901787 -0.8 1.5 -0.5 -0.073
N 1.999844 3.300136 -1.434298 0.6 -0.4 0.6 -0.653
N 3.361552 3.074770 -1.769477 -0.5 -1.6 0.1 0.225
C 4.235293 4.037201 -1.874825 -0.4 3.8 -0.5 0.695
C 5.617849 3.820889 -1.875846 0.0 0.3 0.1 -0.522
C 6.456517 4.859733 -2.322879 0.3 -1.0 0.3 -0.412
C 6.030710 6.122203 -2.600502 -1.1 1.4 -0.2 -0.577
C 4.628753 6.408088 -2.400556 2.3 0.1 -0.8 -0.308
C 3.754577 5.443014 -2.070149 0.9 -2.1 0.4 -0.716
N 2.111352 1.032178 -1.122777 1.2 -1.3 0.2 0.164
N 1.839513 -0.046378 -0.256603 -1.8 0.9 0.1 0.651
C 2.748129 -1.003080 -0.071478 -0.7 -1.5 -0.5 -0.340
C 2.130218 -2.194895 0.438153 0.3 -1.1 0.2 0.503
C 2.878219 -3.368609 0.477439 -1.3 -0.8 2.1 -0.993
C 4.256286 -3.373312 0.242751 0.6 -1.2 0.1 -0.341
C 4.854071 -2.232342 -0.261130 -0.5 0.3 -0.3 -0.960
C 4.104395 -1.089230 -0.479703 -0.9 0.5 0.4 -0.707
H 3.762720 2.133290 -1.697159 -0.9 0.3 0.2 -0.019
H 5.978458 2.866682 -1.465569 0.1 0.4 -0.6 0.340
H 7.490355 4.627203 -2.501307 0.5 -0.1 0.2 0.305
H 6.713298 6.923901 -2.968249 -0.6 -0.8 0.4 0.286
H 4.295760 7.400914 -2.637470 -0.3 0.4 0.2 0.329
H 2.735764 5.712656 -1.951960 -0.8 -0.4 0.1 0.416
H 1.031691 -2.184861 0.698592 1.5 -0.1 -0.3 -0.087
H 2.399256 -4.329653 0.928057 0.7 1.7 -1.0 0.180
H 4.826870 -4.298975 0.466906 -0.4 0.8 -0.5 0.554
H 5.871196 -2.204676 -0.603875 0.5 -0.2 0.1 0.407
H 4.490906 -0.213353 -0.956482 0.5 0.3 -0.2 0.366
C -4.758575 -0.553740 0.466929 1.3 0.7 0.1 -1.889
C -3.733359 -1.292371 1.363937 -0.5 -1.0 -0.4 -1.252
P -2.194236 -0.334711 1.665023 -0.4 0.4 0.1 1.144
C -2.967601 1.003166 2.739581 0.9 -1.3 0.1 0.194
C -2.880587 2.338342 2.481256 0.0 1.4 -1.0 0.057
C -3.708198 3.227442 3.180294 0.7 0.9 -0.2 -0.521
C -4.475122 2.788831 4.252230 0.3 -0.4 -0.3 -0.511
C -4.434705 1.415293 4.636385 1.3 1.6 -1.6 -0.845
C -3.632746 0.567801 3.881794 -0.9 0.6 -0.2 -0.616
C -1.371800 -1.313046 2.941248 0.7 0.4 1.0 0.259
C -0.275773 -0.642668 3.564880 -0.5 -0.4 -0.4 -0.851
C 0.561487 -1.236544 4.474084 2.0 -0.7 -0.3 -0.443
C 0.392912 -2.628759 4.781596 -0.1 1.7 0.4 -0.398
C -0.776418 -3.191316 4.331131 -0.8 -1.2 -1.3 -0.717
C -1.668132 -2.592830 3.353639 0.6 -0.8 0.6 0.278
P -3.906698 0.266647 -0.977841 0.8 -0.5 -0.1 1.283
C -4.725064 -0.644379 -2.320811 0.3 -0.2 1.0 0.734
C -5.453079 0.039409 -3.253197 -0.2 0.6 -1.1 -0.346
C -5.964189 -0.604082 -4.368955 0.2 -1.1 -0.6 -0.747
C -5.719739 -1.978585 -4.498187 -0.8 0.2 -1.3 -0.523
C -5.023882 -2.670752 -3.502655 -0.8 -0.3 -1.4 -0.806
C -4.539046 -2.034553 -2.408960 0.8 0.8 0.5 -0.522
C -4.655184 1.903227 -1.091139 1.3 1.3 -0.1 0.580
C -6.028732 1.988894 -0.862044 0.9 1.4 0.0 -0.383
C -6.616222 3.236335 -0.830977 -0.7 1.5 0.3 -1.017
C -5.833174 4.382883 -0.972590 -1.5 -0.8 -0.1 -0.540
C -4.512998 4.272906 -1.273464 1.2 1.1 -0.5 -0.738
C -3.835089 3.089712 -1.354151 -1.6 -2.7 1.1 -0.348
H -5.364626 0.195865 1.008256 0.5 -0.3 0.1 0.486
H -5.411258 -1.282627 0.063181 -0.9 -0.7 -0.4 0.877
H -3.437070 -2.322244 1.018870 -0.1 1.2 -0.6 0.535
H -4.345987 -1.581742 2.195512 0.1 0.2 1.4 0.730
H -2.182604 2.753402 1.725546 -0.6 -0.5 0.3 0.065
H -3.647305 4.308699 2.863353 -0.3 -1.2 0.7 0.346
H -5.024542 3.563714 4.774743 -0.3 -0.4 0.2 0.342
H -4.943413 1.077539 5.485089 -0.7 -0.5 1.1 0.519
H -3.522882 -0.471157 4.084264 -0.3 -0.7 0.6 0.359
H -0.044957 0.347979 3.220865 0.1 0.5 0.0 0.211
H 1.538832 -0.697524 4.703276 -1.5 -0.7 0.1 0.378
H 1.140780 -3.190129 5.395009 -0.9 0.6 -0.6 0.367
H -0.932121 -4.237890 4.592047 -0.2 0.1 -0.1 0.290
H -2.499221 -3.171232 2.858707 1.1 0.6 0.9 0.239
H -5.501036 1.120507 -3.224494 -0.2 -0.1 0.1 0.420
H -6.424193 -0.048204 -5.199265 0.1 -0.2 0.5 0.358
H -6.026855 -2.488966 -5.466334 0.4 0.5 1.5 0.204
H -4.807262 -3.701187 -3.685558 0.1 -0.6 0.1 0.408
H -3.862979 -2.571514 -1.738523 -0.3 0.2 0.1 0.098
H -6.559240 1.119638 -0.587919 -0.7 -0.9 -0.1 0.495
H -7.678103 3.489965 -0.680148 0.4 -1.0 0.1 0.329
H -6.324702 5.340467 -0.858309 0.2 0.1 -0.2 0.390
H -3.972350 5.168229 -1.492987 0.4 0.6 0.1 0.437
H -2.742742 3.072027 -1.434099 -0.4 -0.3 -0.3 0.248
Cl -1.251915 -2.798850 -0.485231 -0.1 0.4 -0.2 -0.602
O 1.425596 -0.559680 -2.996973 -0.4 -0.4 -1.2 -0.642
H 1.930741 0.205953 -2.586749 0.3 0.2 0.1 0.382
H 1.236359 -0.398918 -3.942511 0.2 0.1 0.8 0.243
O -4.627780 -3.403804 -8.634556 -0.4 -2.8 -0.4 -0.029
C -4.772998 -4.533488 -8.768340 0.4 2.8 0.4 0.027
F -1.467687 -2.350675 -4.084222 0.9 -1.6 1.0 -0.345
C -1.973464 -1.254222 -4.587282 -1.4 2.0 -1.0 0.676
C -1.736179 -0.011231 -3.949098 0.0 -0.4 -0.4 -1.375
C -2.306586 1.075810 -4.595259 -1.4 -1.4 -1.1 0.522
F -2.323495 2.334984 -4.115607 0.6 0.2 0.6 -0.346
C -3.117535 0.941384 -5.748942 1.4 -0.4 1.0 0.355
F -3.680843 2.043265 -6.283959 -0.1 -0.3 -0.3 -0.416
C -3.271370 -0.309229 -6.342519 -0.1 0.8 0.6 0.412
F -3.959039 -0.303058 -7.479783 -0.6 -0.7 -0.7 -0.403
C -2.792807 -1.460069 -5.722421 0.7 -0.5 -0.2 0.546
F -3.027978 -2.751250 -6.273160 0.4 2.3 0.9 -0.435
C 6.405069 -4.954606 2.460274 -0.8 0.1 -0.4 -1.052
C 7.084061 -5.523198 3.645097 0.4 -0.7 -0.2 0.625
O 7.886740 -6.421627 3.537557 -0.1 -0.1 0.4 -0.583
S 6.751969 -4.887003 5.271195 -0.3 0.6 0.1 -0.202
C 5.988130 -3.314239 4.849674 -1.0 -0.5 -0.1 -0.424
C 4.655805 -3.245625 4.418233 -0.2 0.0 -0.8 -0.853
C 4.119753 -2.082944 3.855700 0.3 -0.7 1.2 0.176
C 4.875730 -0.917011 3.874594 0.6 -0.1 -1.0 0.040
C 6.209125 -0.992617 4.323351 -0.6 -0.6 0.4 -0.930
C 6.769150 -2.173356 4.829600 -1.1 0.3 -0.3 -0.230
C 4.302015 0.253265 3.243627 2.0 -3.0 2.2 -0.346
C 3.591810 1.063223 2.784728 -1.6 3.1 -1.5 -0.393
H 5.359511 -5.235406 2.282320 0.1 0.0 0.8 0.310
H 6.898016 -5.313975 1.593911 0.8 -0.4 -0.8 0.458
H 6.433870 -3.887146 2.448254 -0.1 0.7 0.0 0.341
H 4.010623 -4.118541 4.327243 0.4 -0.1 0.4 0.470
H 3.104523 -2.108510 3.489565 0.0 0.2 -0.2 1.048
H 6.778204 -0.106716 4.265221 0.7 0.8 0.0 0.555
H 7.747717 -2.290004 5.239466 0.7 0.5 -0.1 0.493
Cl 1.559894 2.817398 3.091135 0.3 -0.1 0.0 -0.210
C 2.888701 2.124789 2.085447 0.2 0.2 -0.4 1.805
H 3.574980 2.964930 1.794091 -0.7 -0.9 0.3 0.352
H 2.431159 1.652260 1.206438 -0.1 0.4 0.1 -1.712
```
Forces are in eV/Å.

* net charge: -2
* highest occupied orbital energy: -1.237 eV
* energy above the lowest of the compared OMol25 structures with the same formula, charge and spin: 0.8288 eV
* max |F|: 0.0832 hartree/bohr

# 2
The following is a DFT calculation (ωB97M-V/def2-TZVPD) of an isolated ion of composition C2H3F2O2S and charge -1 in a non-equilibrium geometry.

Structure (XYZ):
```
10
Properties=species:S:1:pos:R:3:forces:R:3:mulliken_charge:R:1
C 1.315604 0.117171 0.035576 -2.1 -2.3 -2.1 -1.250
C -0.031780 -0.667259 0.043567 -1.2 0.0 -1.3 0.895
O -0.487043 -1.080274 -1.165640 1.0 0.3 1.1 -0.658
O -1.245053 1.460927 -0.759661 0.8 2.4 -1.5 -0.545
F -0.122833 -1.716063 1.002898 0.7 0.7 -0.2 -0.331
F -2.670726 1.022274 1.182563 0.5 -0.5 0.0 -0.598
S -1.627557 0.207238 -0.205795 -1.3 -1.6 1.5 0.518
H 1.899927 -0.335469 0.743197 1.8 -0.7 2.0 0.386
H 1.282628 1.161183 0.073771 -0.6 1.5 0.4 0.314
H 1.686836 -0.169726 -0.950479 0.3 0.2 0.0 0.270
```
Forces are in eV/Å.

* net charge: -1
* highest occupied orbital energy: -4.658 eV
* energy above the lowest of the compared OMol25 structures with the same formula, charge and spin: 0.7561 eV
* max |F|: 0.0733 hartree/bohr

- Look up the highest occupied orbital energy of the first one.
  -1.237 eV

- What is the formula in the first record?
  C57H46Cl2F5LaN4O3P2S2

- The lowest max |F| belongs to which entry?
  C2H3F2O2S